[1]
16
Properties=species:S:1:pos:R:3:mulliken_charge:R:1 method="wB97M-V/def2-TZVPD" homo_lumo_gap_ha=0.365 charge=0 e_homo_ha=-0.3221 smiles="CC1=CCCC1" e_lumo_ev=1.2
C 2.21027 0.14900 0.13301 -1.2530
C 0.71948 0.14042 -0.00658 0.5233
C -0.08356 1.19503 -0.15340 -0.4777
C -1.53529 0.79515 -0.27516 -0.5940
C -1.51808 -0.65594 0.24650 -0.6108
C -0.08496 -1.14535 -0.02880 -0.5674
H 2.68702 -0.49795 -0.61394 0.2973
H 2.61629 1.15923 0.01987 0.3165
H 2.51080 -0.22963 1.11868 0.2846
H 0.25741 2.22632 -0.21351 0.3775
H -2.21265 1.44025 0.29597 0.3335
H -1.86281 0.84051 -1.32458 0.2442
H -1.68468 -0.64442 1.33019 0.2623
H -2.28976 -1.28969 -0.20151 0.3079
H -0.00538 -1.61506 -1.02149 0.2486
H 0.26204 -1.88858 0.69962 0.3072

=====

[2]
16
Properties=species:S:1:pos:R:3:mulliken_charge:R:1 method="wB97M-V/def2-TZVPD" homo_lumo_gap_ha=0.360 charge=0 e_homo_ha=-0.3133 smiles=C1C[C@H]2C[C@@H]2C1 e_lumo_ev=1.3
C -0.85817 0.72993 1.05827 -0.4072
C -0.81628 -0.84454 0.74862 -0.7845
C 0.50031 -0.88636 0.00431 0.0792
C 1.13253 -0.97562 -1.39184 -0.4574
C 0.32228 0.27771 -0.98146 -0.0463
C 0.20376 1.38241 0.06175 -0.8559
H -1.89029 1.09284 0.86092 0.3107
H -0.55425 0.96486 2.10888 0.2970
H -1.63951 -1.09317 0.05005 0.2328
H -0.88221 -1.52727 1.61025 0.3228
H 1.35095 -0.58763 0.67270 0.1069
H 0.60194 -1.51203 -2.22461 0.2112
H 2.20193 -1.10742 -1.39365 0.2746
H -0.64210 0.19758 -1.44578 0.1270
H 1.16618 1.57854 0.57610 0.2638
H -0.19705 2.31018 -0.31451 0.3253

=====

[3]
16
Properties=species:S:1:pos:R:3:mulliken_charge:R:1 method="wB97M-V/def2-TZVPD" homo_lumo_gap_ha=0.364 charge=0 e_homo_ha=-0.3186 smiles="C=C1C[C@@H]2C[C@H]12.[H][H]" e_lumo_ev=1.2
C 2.08685 -0.03961 -0.21088 -0.8535
C 0.79021 -0.06934 -0.50871 0.2151
C -0.23070 0.98080 -0.27836 -0.1291
C -1.59251 0.76766 -0.88525 -0.7437
C -1.17661 -0.15989 0.19221 -0.2787
C -0.20482 -1.21211 -0.37237 -0.6142
H 2.58680 0.89815 0.02545 0.2855
H 0.97661 -0.14794 2.02271 0.0038
H 2.65627 -0.95811 -0.08907 0.2953
H 0.01517 1.94381 0.15933 0.3517
H -2.28842 1.53912 -0.55725 0.2580
H -1.76384 0.40764 -1.89746 0.2221
H 0.27245 -0.02869 2.23217 0.0143
H -1.69491 -0.26100 1.13979 0.4679
H -0.56194 -1.67591 -1.29865 0.2382
H 0.12939 -1.98455 0.32634 0.2674

=====

[4]
16
Properties=species:S:1:pos:R:3:mulliken_charge:R:1 method="wB97M-V/def2-TZVPD" homo_lumo_gap_ha=0.393 charge=0 e_homo_ha=-0.3531 smiles=C#CCC(C)C e_lumo_ev=1.1
C -0.67655 0.21356 -1.41603 -1.3794
C -0.74572 0.11112 0.12500 0.3037
C -0.45988 -1.39468 0.46470 -1.3269
C 0.09634 1.19292 0.99957 -0.5234
C 1.40234 0.75111 0.61491 -0.3737
C 2.26323 0.24225 -0.05679 -0.1675
H -1.59617 -0.21855 -1.83365 0.3903
H 0.15786 -0.35189 -1.85714 0.3113
H -0.59432 1.24370 -1.76771 0.3447
H -1.76266 0.31381 0.44224 0.3907
H -0.26178 -1.60324 1.52157 0.3469
H -1.34285 -1.98857 0.18315 0.3775
H 0.37843 -1.82640 -0.10443 0.3087
H 0.07746 2.30575 0.86646 0.3030
H -0.18862 1.06837 2.05505 0.3061
H 3.25287 -0.05926 -0.23692 0.3881

=====

[5]
16
Properties=species:S:1:pos:R:3:mulliken_charge:R:1 method="wB97M-V/def2-TZVPD" homo_lumo_gap_ha=0.390 charge=0 e_homo_ha=-0.3466 smiles="C=CC(C)C=C" e_lumo_ev=1.2
C -0.63627 0.58876 1.48207 -1.4746
C 0.08783 0.80233 0.14536 0.6491
C 1.24624 -0.13537 -0.09435 -0.5274
C 1.50437 -1.28097 0.52962 -0.6424
C -1.00789 -0.43787 -1.74781 -0.6989
C -0.82736 0.69104 -1.06888 -0.2824
H 0.06607 0.68974 2.31856 0.3322
H -1.09726 -0.40294 1.54249 0.3312
H -1.42844 1.33205 1.62355 0.3962
H 0.47962 1.82979 0.15820 0.2274
H 1.84448 0.13120 -0.96705 0.3211
H 2.29570 -1.93791 0.17540 0.2611
H 0.92783 -1.62715 1.38437 0.2232
H -0.51285 -1.35275 -1.43232 0.2855
H -1.62836 -0.49400 -2.63891 0.2800
H -1.31373 1.60404 -1.41030 0.3188

=====

[6]
16
Properties=species:S:1:pos:R:3:mulliken_charge:R:1 method="wB97M-V/def2-TZVPD" homo_lumo_gap_ha=0.368 charge=0 e_homo_ha=-0.3273 smiles="C=CC=C(C)C" e_lumo_ev=1.1
C 0.90700 -0.16319 1.43731 -1.3578
C 0.86839 0.12067 -0.03345 0.9252
C -0.21825 -0.16837 -0.75224 -0.5526
C -1.45630 -0.70855 -0.15032 -0.2933
C -2.60790 -0.05825 -0.02221 -0.6526
C 2.10010 0.74497 -0.63945 -1.3190
H 1.75118 0.29942 1.94083 0.3658
H 1.07898 -1.23680 1.57130 0.2898
H -0.02342 0.12137 1.91546 0.4047
H -0.13807 -0.01169 -1.82244 0.3256
H -1.40341 -1.71997 0.22979 0.3261
H -2.77448 0.91755 -0.45987 0.2895
H -3.42546 -0.60648 0.43250 0.2622
H 2.90115 0.00781 -0.65724 0.2877
H 2.29864 1.66891 -0.09152 0.3538
H 1.92554 1.06550 -1.67115 0.3449

=====

[7]
16
Properties=species:S:1:pos:R:3:mulliken_charge:R:1 method="wB97M-V/def2-TZVPD" homo_lumo_gap_ha=0.379 charge=0 e_homo_ha=-0.3340 smiles="C[C@@H]1C=CCC1" e_lumo_ev=1.2
C 1.93268 -0.39717 0.25048 -1.4982
C 0.66676 0.06780 -0.47212 0.4788
C -0.49337 -0.95882 -0.37422 -0.8370
C -1.76360 -0.16615 0.01720 -0.4998
C -1.22653 1.18666 0.41197 -0.4075
C 0.06621 1.31824 0.12914 -0.5534
H 1.71629 -0.58929 1.30843 0.3772
H 2.72760 0.35586 0.19936 0.3753
H 2.31860 -1.32412 -0.18970 0.3479
H 0.92363 0.25627 -1.52566 0.2731
H -0.62503 -1.51295 -1.30870 0.3106
H -0.25782 -1.69659 0.40205 0.2919
H -2.32129 -0.64509 0.83125 0.2940
H -2.46362 -0.07187 -0.82397 0.2489
H -1.85384 1.95765 0.85226 0.4015
H 0.65334 2.21956 0.29225 0.3968

=====

[8]
16
Properties=species:S:1:pos:R:3:mulliken_charge:R:1 method="wB97M-V/def2-TZVPD" homo_lumo_gap_ha=0.372 charge=0 e_homo_ha=-0.3291 smiles="CC1=CC[C@H]1C" e_lumo_ev=1.2
C 2.10756 0.26695 0.34792 -1.1300
C 0.62928 0.47120 0.18779 0.1111
C -0.02436 1.54834 -0.25331 -0.4258
C -1.38101 0.89721 -0.27931 -0.6886
C -0.67342 -0.32405 0.39396 0.4977
C -0.86558 -1.68967 -0.24275 -1.4713
H 2.51843 -0.44059 -0.38432 0.2591
H 2.60266 1.22954 0.16639 0.3112
H 2.40766 -0.08022 1.34234 0.2819
H 0.31497 2.55302 -0.48474 0.4038
H -2.19326 1.37907 0.27659 0.2669
H -1.73592 0.66620 -1.29228 0.2411
H -0.96744 -0.37608 1.45196 0.2782
H -1.92180 -1.98519 -0.20075 0.3663
H -0.55664 -1.68244 -1.29397 0.3458
H -0.28447 -2.45430 0.28491 0.3526

=====

[9]
21
Properties=species:S:1:pos:R:3:mulliken_charge:R:1 method="wB97M-V/def2-TZVPD" homo_lumo_gap_ha=0.321 charge=0 e_homo_ha=-0.3080 e_lumo_ev=0.3
B -2.02477 0.94679 0.06594 0.5583
C -1.14822 -2.08386 0.01000 -0.5161
C -1.25538 -1.15813 -1.11709 -0.2640
C 0.02366 -2.21902 0.63647 -0.0656
C -1.79422 0.05583 -1.19243 -0.5244
C 1.54224 -0.36881 0.23209 0.7311
C 3.10051 1.30741 -0.16084 -0.6621
N 1.21032 -1.57582 0.42911 -0.4818
O -1.51282 2.27222 0.00339 -0.5959
O -2.50513 0.56419 1.29899 -0.5636
O 2.80318 -0.02837 0.19606 -0.3449
H -1.82021 -2.82817 0.22125 0.4449
H -0.86235 -1.37807 -2.13039 0.2676
H 0.05771 -2.99790 1.38830 0.3752
H -1.69842 0.52756 -2.07556 0.4722
H 0.82148 0.42148 0.16244 -0.2723
H 4.15323 1.32355 0.30302 0.2264
H 2.28540 1.86658 0.25269 0.3313
H 3.00133 1.55335 -1.15402 0.3159
H -1.37002 2.61453 0.82249 0.2632
H -3.00751 1.18465 1.80808 0.3044

=====

[10]
28
Properties=species:S:1:pos:R:3:mulliken_charge:R:1 method="wB97M-V/def2-TZVPD" homo_lumo_gap_ha=0.105 charge=+2 e_homo_ha=-0.5391 e_lumo_ev=-11.8
F 1.17366 -2.28124 0.67623 -0.2691
C 0.89204 -1.63218 -0.45296 0.9734
F 0.99417 -2.50981 -1.46211 -0.2738
C -0.42586 -0.90353 -0.47678 -1.0302
C -1.24643 -1.05947 0.79120 -0.1752
C -2.56211 -0.25609 0.78020 -0.8954
C -2.99142 0.31605 -0.55432 -0.7617
P -2.16985 1.91729 -0.92076 -0.0637
C 2.13987 -0.74432 -0.78327 0.4360
F 2.03014 -0.15512 -1.94930 -0.1776
F 3.25973 -1.42317 -0.72139 -0.2078
S 2.40518 0.74575 0.44485 1.5100
F 3.75676 0.03592 1.28750 -0.2878
F 1.46388 0.34613 1.54641 -0.1650
F 1.46448 1.71971 -0.21288 -0.1605
F 3.80999 1.41734 -0.44769 -0.1658
F 2.98892 2.06889 1.43711 -0.2083
H -0.98353 -1.34488 -1.27561 0.5182
H -0.28387 0.13471 -0.74134 0.2463
H -0.69356 -0.78623 1.67322 0.2228
H -1.47339 -2.10423 0.89173 0.3636
H -3.34200 -0.89903 1.14008 0.3468
H -2.47953 0.54240 1.49224 0.3765
H -4.04495 0.52228 -0.52063 0.5052
H -2.84965 -0.36158 -1.37587 0.4033
H -3.18137 2.67453 -1.51093 0.1613
H -2.13349 2.48869 0.35668 0.0529
Be 4.48220 1.53122 0.88837 0.7254

=====

[11]
23
Properties=species:S:1:pos:R:3:mulliken_charge:R:1 method="wB97M-V/def2-TZVPD" homo_lumo_gap_ha=0.405 charge=0 e_homo_ha=-0.3985 smiles="CCOP(=O)(OCC)[C@@](F)(Br)C#N" e_lumo_ev=0.2
C 3.02786 -1.47575 -0.25520 0.0628
C -1.44534 2.88852 -0.82854 -1.3641
C -1.88816 -2.45651 0.81669 -1.1809
C -0.02973 2.55551 -0.39586 -0.2375
C -0.37977 -2.38373 0.94905 -0.2472
C 2.32222 0.05727 -0.24660 0.4804
N 3.51576 -2.50822 -0.34913 -0.3760
O -0.17880 -0.49655 -1.33570 -0.7429
O 0.00341 1.40643 0.43178 -0.2999
O 0.11917 -1.03498 1.08348 -0.3460
F 2.69669 0.72374 -1.30292 -0.1935
P 0.42645 -0.01621 -0.11157 1.0113
Br 3.00873 0.97506 1.36658 -0.0826
H -2.12376 2.99800 -0.00684 0.3366
H -1.42973 3.75076 -1.55582 0.3482
H -1.87991 2.24230 -1.45052 0.4599
H -2.19920 -1.92899 -0.04615 0.3210
H -2.32124 -3.42849 0.73891 0.4043
H -2.18925 -2.04357 1.74530 0.3012
H 0.32376 3.42943 0.18475 0.3284
H 0.48519 2.44883 -1.29024 0.3389
H 0.07772 -2.75698 0.05234 0.3174
H 0.05795 -2.94586 1.80620 0.3602

=====

[12]
18
Properties=species:S:1:pos:R:3:mulliken_charge:R:1 method="wB97M-V/def2-TZVPD" homo_lumo_gap_ha="0.252 / 0.252" charge=0 e_homo_ha="-0.2769 / -0.2769" e_lumo_ev="-0.7 / -0.7"
C -3.28349 -0.36247 0.77858 -0.9573
C -2.06204 -0.45484 0.11563 0.3427
C 0.12527 -0.06039 -0.80821 -0.7318
C 2.91132 -1.39824 0.13767 -0.1700
C 4.24072 -1.38464 0.16407 -0.6274
C -1.00595 1.85587 -0.12518 -0.7933
N -0.98713 0.39145 -0.16798 0.1151
Br 2.06490 0.49890 0.55299 -0.0892
H -3.96748 -1.17966 0.80081 0.2530
H -3.66146 0.52586 1.30469 0.2491
H -1.89578 -1.33181 -0.44378 0.2610
H 0.52648 0.44178 -1.66751 0.4235
H 4.90670 -0.63679 0.49992 0.2639
H 4.84251 -2.35334 -0.09680 0.1775
H 0.24205 -1.12503 -0.85087 0.4651
H -0.21522 2.13090 0.58966 0.3271
H -0.79587 2.31188 -1.15289 0.2654
H -1.98553 2.13056 0.36920 0.2255